# 1
{"formula": "C5H10N2O2S", "method": "wB97M-V/def2-TZVPD", "symbols": ["C", "C", "C", "C", "C", "H", "H", "H", "H", "H", "H", "H", "H", "H", "H", "N", "N", "O", "O", "S"], "coordinates": [[0.9739, 2.5344, -1.1407], [-0.1341, 0.2405, -1.9121], [-1.1011, -1.0201, 1.0672], [-2.1284, -1.9327, 1.5036], [1.4552, -0.7614, 1.2739], [1.4794, 3.3418, -1.9298], [1.6415, 1.8210, -0.3651], [-0.0277, 3.1830, -0.5262], [0.4182, 1.8736, -3.1367], [-1.3332, -2.5903, 2.1715], [-2.8084, -1.3524, 2.0753], [-2.7837, -2.6425, 0.7756], [2.3348, -0.1687, 1.9808], [1.5691, -0.2188, 0.2982], [1.5579, -1.8720, 0.9650], [0.4436, 1.4627, -2.2124], [-1.0137, -0.7593, -0.1792], [-0.7065, -0.6442, -2.4772], [0.1505, -0.0220, -0.5375], [0.0127, -0.4725, 2.3055]], "homo_energy_ev": -8.94, "e_lumo_ev": 0.52, "orbital_gap_ev": 9.46, "fmax_ev_per_a": 4.60, "charge": 0}

---

# 2
{"formula": "C15H11Cl5NO5SZn", "method": "wB97M-V/def2-TZVPD", "symbols": ["Zn", "O", "C", "O", "C", "C", "C", "C", "C", "N", "C", "O", "O", "H", "H", "H", "H", "H", "Cl", "C", "C", "Cl", "C", "Cl", "C", "O", "C", "Cl", "C", "Cl", "C", "S", "C", "H", "H", "H", "H", "H", "H"], "coordinates": [[-0.1378, 0.4519, -0.2436], [1.4483, 2.4981, 3.1529], [1.0656, 1.7693, 2.1338], [0.2070, 2.0813, 1.3378], [1.7932, 0.4688, 1.9860], [2.8018, 0.0189, 2.8172], [3.3717, -1.2163, 2.5263], [2.9414, -1.9319, 1.4233], [1.9321, -1.3990, 0.6245], [1.3746, -0.2288, 0.9352], [1.3823, -1.9560, -0.6332], [1.7542, -3.1445, -1.0775], [0.5546, -1.3241, -1.2609], [0.9618, 3.3371, 3.1963], [3.1299, 0.6166, 3.6542], [4.1553, -1.6093, 3.1585], [3.3926, -2.8884, 1.1983], [2.4511, -3.5730, -0.5656], [-4.2515, 4.9807, -3.4445], [-3.5689, 3.7131, -2.5148], [-2.1949, 3.5065, -2.5214], [-1.1620, 4.5354, -3.4235], [-1.6585, 2.4576, -1.7832], [0.0507, 2.1458, -1.8631], [-2.4408, 1.6088, -0.9832], [-1.9519, 0.6277, -0.2653], [-3.8287, 1.8495, -0.9901], [-4.8163, 0.8298, -0.0316], [-4.3842, 2.8710, -1.7481], [-6.0781, 3.1133, -1.7509], [-2.4037, -3.0789, 0.0001], [-2.1053, -2.0044, -1.4230], [-1.6106, -3.2574, -2.6334], [-1.4760, -3.5612, 0.3124], [-3.1419, -3.8345, -0.2613], [-2.7932, -2.4514, 0.7987], [-2.3879, -4.0137, -2.7147], [-0.6635, -3.7071, -2.3462], [-1.5001, -2.7436, -3.5847]], "homo_energy_ev": -10.44, "e_lumo_ev": -4.95, "orbital_gap_ev": 5.49, "fmax_ev_per_a": 1.11, "charge": 1}

---

# 3
{"formula": "C22H52N9O18", "method": "wB97M-V/def2-TZVPD", "symbols": ["C", "C", "C", "C", "C", "C", "C", "C", "C", "N", "C", "C", "C", "C", "C", "O", "O", "H", "H", "H", "H", "H", "H", "H", "H", "H", "H", "H", "H", "H", "H", "H", "H", "H", "H", "H", "H", "H", "H", "H", "H", "H", "H", "H", "H", "C", "N", "O", "O", "H", "H", "H", "C", "N", "O", "O", "H", "H", "H", "C", "N", "O", "O", "H", "H", "H", "C", "N", "O", "O", "H", "H", "H", "C", "N", "O", "O", "H", "H", "H", "C", "N", "O", "O", "H", "H", "H", "C", "N", "O", "O", "H", "H", "H", "C", "N", "O", "O", "H", "H", "H"], "coordinates": [[1.5539, 2.5704, 1.9286], [2.3835, 3.5763, 0.9331], [2.4882, 3.0089, -0.6367], [4.0889, 2.7919, -1.0603], [4.2696, 1.6181, -2.2298], [5.3579, 0.4520, -1.8156], [4.9903, -1.0471, -2.3685], [4.2245, -1.9887, -1.2311], [2.6054, -1.5581, -1.2119], [1.8465, -2.8480, -1.3102], [0.3676, -2.7193, -1.4796], [-0.5159, -3.3433, -0.2033], [-0.2274, -1.2353, -1.7970], [-1.7782, -1.3581, -2.3954], [2.4259, -0.7721, 0.2542], [3.3100, 0.1789, 0.6649], [1.2914, -1.0284, 1.1552], [2.3030, 1.8254, 2.4440], [1.0121, 3.1472, 2.8178], [0.7794, 1.8967, 1.3282], [3.4823, 3.7079, 1.3413], [1.8104, 4.6105, 0.9119], [2.0056, 3.7988, -1.3550], [1.8657, 2.0012, -0.7820], [4.6486, 2.4580, -0.0875], [4.4862, 3.8252, -1.5018], [4.6640, 2.0821, -3.2499], [3.1878, 1.2152, -2.4490], [5.5931, 0.4211, -0.6486], [6.3834, 0.7666, -2.3292], [5.9921, -1.5709, -2.7509], [4.3071, -0.9667, -3.3399], [4.3937, -3.1002, -1.5560], [4.7223, -1.8511, -0.1690], [2.4957, -0.8280, -2.1317], [2.2948, -3.5637, -1.9214], [0.0615, -3.4095, -2.4046], [-1.3274, -4.0938, -0.6538], [0.1589, -3.8655, 0.5991], [-1.1218, -2.4737, 0.2926], [0.3759, -0.6250, -2.6120], [-0.3162, -0.5287, -0.8554], [-2.4665, -0.5747, -1.8355], [-1.7700, -1.0063, -3.5334], [-2.1955, -2.4515, -2.3674], [5.3144, 0.1483, 3.0404], [6.3295, 0.8927, 3.8336], [6.8996, 1.8388, 3.2779], [6.5252, 0.5062, 4.9917], [5.2462, 0.5947, 2.0460], [5.6442, -0.8905, 2.9750], [4.3608, 0.2301, 3.5660], [-1.7435, 2.8665, -0.1837], [-2.4176, 2.0247, -1.2086], [-1.9237, 2.0089, -2.3421], [-3.4234, 1.4034, -0.8463], [-0.8782, 3.3527, -0.6391], [-2.4664, 3.6091, 0.1602], [-1.4322, 2.2086, 0.6302], [1.8795, -2.5059, -5.5467], [2.5367, -1.1722, -5.6030], [2.8482, -0.6488, -4.5270], [2.7213, -0.6885, -6.7259], [1.7813, -2.8075, -4.5017], [0.8975, -2.4093, -6.0142], [2.5123, -3.2083, -6.0930], [-6.9799, 3.0333, 0.1359], [-6.0513, 4.1218, -0.2723], [-6.5123, 5.0219, -0.9837], [-4.8859, 4.0417, 0.1330], [-7.9658, 3.2317, -0.2899], [-6.5760, 2.0943, -0.2479], [-7.0246, 3.0302, 1.2269], [-2.7155, -3.0992, 2.9236], [-3.8134, -3.5253, 2.0144], [-4.9711, -3.2719, 2.3673], [-3.4820, -4.1021, 0.9721], [-3.1503, -2.6074, 3.7964], [-2.1663, -3.9952, 3.2196], [-2.0781, -2.4076, 2.3689], [-5.6592, -1.3178, -5.3321], [-4.7861, -1.7686, -4.2149], [-4.8698, -1.1516, -3.1466], [-4.0414, -2.7293, -4.4419], [-6.2574, -0.4695, -4.9928], [-5.0102, -1.0254, -6.1601], [-6.3012, -2.1568, -5.6077], [-4.1093, -4.8585, 7.2929], [-3.8052, -4.2026, 5.9926], [-3.1389, -4.8481, 5.1751], [-4.2440, -3.0581, 5.8292], [-3.6640, -5.8557, 7.2983], [-3.6789, -4.2397, 8.0828], [-5.1956, -4.9208, 7.3844], [-0.3145, 5.5503, 4.8476], [-1.0881, 4.7993, 3.8224], [-0.8149, 5.0160, 2.6361], [-1.9477, 4.0134, 4.2375], [0.4027, 6.2010, 4.3426], [-1.0253, 6.1392, 5.4308], [0.2020, 4.8186, 5.4721]], "homo_energy_ev": -4.54, "e_lumo_ev": 1.32, "orbital_gap_ev": 5.85, "fmax_ev_per_a": 7.52, "charge": -1}

---

> The lowest charge belongs to which entry?

C22H52N9O18

---

> charge of number 3 (C22H52N9O18)?

-1

---

> Among the records above, which one has the highest charge?

C15H11Cl5NO5SZn

---

> Among the records above, which one has the lowest charge?

C22H52N9O18